Density functional theory data (ωB97M-V/def2-TZVPD) for C21H24F3N3O2 in the gas phase at a distorted geometry.

CARTESIAN COORDINATES (ANGSTROEM)
H  2.94681  -0.12780  2.96896
N  -1.96226  -1.70826  0.11100
N  1.68618  -2.14598  0.59358
C  -0.73784  -2.36256  0.51466
H  3.23111  0.59329  -1.73643
C  1.44527  2.14451  0.68268
F  -1.34671  3.60418  0.56271
C  -2.49850  -0.80006  0.97263
H  -1.00336  -0.90194  -3.01790
C  -4.91597  -0.66743  -0.01563
C  -0.08365  4.08937  0.52593
C  1.11384  3.19596  -1.47319
H  0.64957  3.95910  -2.07563
H  -3.35412  2.04626  0.96403
C  1.98752  2.27420  -2.02318
H  1.00943  -1.98893  2.56570
F  0.22990  4.38747  1.79640
C  -3.97179  1.23833  0.62697
H  -0.75270  -2.44350  1.60050
C  -3.72079  -0.10060  0.51645
H  1.34449  0.28820  2.34341
H  -0.70269  -3.36442  0.08003
H  4.43059  -1.08439  1.18290
C  2.25420  -0.26761  2.13044
N  2.87097  0.21229  0.90717
H  4.37877  -0.37773  -0.42632
C  -5.77457  0.37171  -0.18614
H  0.51287  -2.49995  -1.89657
H  -0.97406  0.15435  -1.60018
H  2.71169  -2.39947  2.35657
H  2.21189  2.31698  -3.07837
C  0.40704  -1.49040  -1.49247
C  -2.11167  -1.64751  -1.32394
O  -5.20347  1.52699  0.19028
H  -5.10268  -1.70339  -0.21186
H  -3.04747  -1.15416  -1.58391
C  2.30028  1.17938  0.12564
C  -0.92906  -0.88709  -1.92948
C  3.76051  -0.79095  0.36827
H  1.23882  2.15754  1.74039
C  0.47542  -1.54114  0.03532
C  1.90029  -1.77216  1.97899
H  3.52714  -2.93165  0.08816
H  0.32707  -0.51373  0.40349
F  -0.16276  5.25861  -0.12801
H  -6.78099  0.41457  -0.55274
C  2.56586  1.28894  -1.25086
H  -2.13402  -2.67294  -1.70874
C  0.86685  3.11940  -0.10969
H  2.77473  -1.97818  -1.18626
O  -2.03853  -0.61582  2.08645
C  2.95023  -2.02097  -0.11486
H  1.20035  -0.86090  -1.89734

Forces on atoms 1 to 6 (eV/Å):
H -0.1 0.0 0.0
N 0.0 -0.2 0.1
N -0.1 0.0 -0.1
C 0.3 0.2 0.4
H 0.0 -0.1 0.0
C -0.1 0.0 0.0

- Relative energy (zero: lowest compared OMol25 entry of this formula, charge and spin): 43.88 kcal/mol
- E: -38884.527 eV
- Molar mass: 407.4 u
- E_HOMO: -7.85 eV
- Charge: 0
- SMILES string: O=C(c1ccoc1)N1CCC[C@H](N2CCN(c3cccc(C(F)(F)F)c3)CC2)C1

---

Density functional theory data (ωB97M-V/def2-TZVPD) for C21H24FN3O6S in the gas phase at a distorted geometry.

CARTESIAN COORDINATES (ANGSTROEM)
F  2.63369  -2.57607  -2.13556
H  2.77239  3.70872  -1.05061
H  -2.02672  -0.35663  -2.48547
C  2.23853  4.10321  -0.18529
H  1.72077  6.04759  0.61867
C  -0.28454  -2.73544  2.84478
O  0.70298  -2.98767  3.49457
C  2.51958  0.61696  0.10737
C  1.25871  -0.89509  -3.05470
C  -3.38314  -4.35161  -0.16835
C  2.23548  5.62753  -0.24175
H  0.55663  4.17788  1.68263
C  -2.00531  -2.47199  -0.80315
H  2.73986  3.76042  0.73279
C  0.20725  0.09449  0.53505
C  1.94823  -1.15166  1.63518
S  0.67423  2.19258  -1.17347
H  3.25799  5.99592  -0.24888
N  0.90306  3.56375  -0.27334
H  -0.92596  5.52108  0.16439
C  -1.06195  -0.83560  -2.44192
H  0.52234  -3.43510  -0.93070
N  -2.35729  -3.75676  -0.99692
O  -1.92872  -4.01563  1.64893
C  -1.56267  -3.57646  2.95512
H  3.24406  1.20609  -0.43034
H  -0.30303  2.70956  1.19173
C  0.00550  -0.31680  -3.15411
O  -2.53776  -1.78837  0.05834
C  0.01133  3.70573  0.86096
H  -1.88559  4.60936  1.34156
C  1.17194  0.84628  -0.09793
H  -1.73669  4.03058  -0.32759
H  -2.38517  -2.99643  3.38937
H  -1.35917  -4.44953  3.58158
O  -4.10875  -3.59738  2.01591
C  1.41405  -2.01103  -2.25205
C  -0.88949  -1.96560  -1.65168
H  -4.38443  -4.04428  -0.48953
C  0.35873  -2.57253  -1.55889
H  3.94645  -0.58172  1.15729
C  -1.21790  4.52582  0.48770
O  1.57386  2.24743  -2.29058
C  -3.21359  -3.91395  1.28821
H  -0.13015  0.56083  -3.76320
H  2.24835  -1.93213  2.31471
N  -0.41432  -1.72321  1.95183
H  -1.32679  -1.58733  1.51733
H  1.73363  5.95972  -1.14580
H  -3.30189  -5.43851  -0.21577
H  -1.90505  -4.30924  -1.70654
H  2.10732  -0.47999  -3.57289
C  0.59220  -0.93085  1.40096
H  -0.83354  0.28628  0.32421
C  2.89967  -0.38564  0.98402
O  -0.72923  2.07240  -1.43819

Forces on atoms 1 to 6 (eV/Å):
F -0.1 0.1 0.0
H 0.2 0.1 0.2
H -0.1 0.1 0.0
C 0.6 0.2 -0.1
H 0.0 0.1 0.1
C -0.6 -0.3 -0.1

- Relative energy (zero: lowest compared OMol25 entry of this formula, charge and spin): 0.00 kcal/mol
- E: -52475.817 eV
- Molar mass: 465.5 u
- E_HOMO: -8.75 eV
- Charge: 0
- SMILES string: CCN(CC)S(=O)(=O)c1cccc(NC(=O)COC(=O)CNC(=O)c2cccc(F)c2)c1

---

Density functional theory data (ωB97M-V/def2-TZVPD) for C21H24N2O4S in the gas phase at a distorted geometry.

CARTESIAN COORDINATES (ANGSTROEM)
H  3.91295  3.80067  -0.65962
C  4.25114  -1.60866  1.14502
H  2.83467  0.34667  -0.04817
H  -3.12848  3.28005  3.12040
C  -2.99165  0.51337  -1.46452
C  4.57222  -0.11179  1.15082
C  -3.08552  2.71267  2.20313
H  4.35558  0.30729  -0.96731
C  -2.11569  -1.45902  0.77836
C  -0.17296  -1.42819  -0.60247
O  4.04715  2.00232  0.17853
H  4.22352  0.34269  2.08080
C  -3.46789  1.38215  2.19491
H  -2.53409  -3.35656  -1.84570
H  0.53513  -2.65882  2.47891
C  -1.38512  -1.99083  1.82145
H  -2.36678  4.35308  1.03141
H  -3.03153  -3.27322  -3.53844
C  -2.65873  3.31385  1.02916
C  -3.02353  -2.73630  -2.59414
C  0.57998  -1.92940  0.45319
C  -1.52990  -1.17329  -0.45078
H  4.00451  2.46087  -1.83230
H  -3.81678  0.88122  3.08584
H  0.32922  -1.22444  -1.53603
H  -2.30178  3.05982  -1.07333
H  -1.90143  -2.21215  2.74397
H  -2.78292  -0.78947  -3.50638
H  4.77804  -2.10775  1.96264
C  3.55722  2.79150  -0.88246
C  -2.28534  -1.41376  -2.76169
H  4.54918  -2.05855  0.19565
N  2.83131  -1.84116  1.28529
C  2.03334  2.79909  -1.00813
H  5.65078  0.03107  1.09337
H  -4.05091  -2.55921  -2.28478
C  -3.40527  0.66565  1.01736
H  1.73712  3.54317  -1.74211
H  1.65899  1.83055  -1.33141
N  -2.29462  -0.65973  -1.51562
C  2.04765  -2.08659  0.20560
H  -1.25534  -1.59476  -3.07737
C  -0.03078  -2.22505  1.66844
H  2.39980  -1.46736  2.11668
O  -4.20108  -1.44706  2.38211
C  -2.61544  2.59314  -0.15204
S  -3.88391  -1.08962  1.00244
H  1.58125  3.04764  -0.05071
C  -2.97603  1.25001  -0.16675
C  3.90079  0.61277  -0.01296
O  2.49054  -2.38235  -0.88601
O  -3.56859  0.96375  -2.43425

Forces on atoms 1 to 6 (eV/Å):
H 0.0 -0.1 -0.1
C 0.3 0.1 0.0
H 0.1 0.0 -0.1
H 0.0 0.0 0.1
C 0.1 0.2 -0.2
C -0.2 0.0 -0.4

- Relative energy (zero: lowest compared OMol25 entry of this formula, charge and spin): 32.13 kcal/mol
- E: -44172.011 eV
- Molar mass: 400.5 u
- E_HOMO: -9.24 eV
- Charge: 0

---

Density functional theory data (ωB97M-V/def2-TZVPD) for C21H24N2O6S in the gas phase at a distorted geometry.

CARTESIAN COORDINATES (ANGSTROEM)
C  -0.20796  -0.61845  3.53454
C  1.59896  -1.81107  -0.06691
H  1.08751  -1.91646  -2.15791
C  -0.03103  0.16765  -3.54378
H  2.00133  2.59516  1.68743
C  3.35903  2.03813  -1.40505
H  -2.81433  -3.08143  0.35243
H  -1.25031  -3.18101  3.15858
C  0.49996  2.56329  0.17341
C  0.88501  0.44343  3.32021
H  -1.10879  2.42171  -1.20187
C  0.48177  1.10170  2.03477
N  2.18188  2.69160  -1.92531
C  -1.96547  -1.51405  2.01401
S  1.38769  3.71526  -0.86810
H  -1.17400  0.46720  -5.31680
O  1.31434  0.04165  -1.52202
C  0.86551  2.75318  -3.91176
H  1.23508  -2.80627  0.17292
C  -0.03066  2.20591  -4.81238
H  1.21804  3.76524  -4.02199
C  0.86664  -1.28235  -1.29007
O  0.44763  4.49238  -1.61476
H  -4.15981  -3.00234  2.26061
C  -3.30812  -3.57348  2.63681
N  -1.05190  -0.57571  2.34236
C  -2.17823  -2.61548  3.03595
C  -0.67232  0.50042  1.52638
H  2.66729  -1.85992  -0.26075
C  -2.85306  -4.56757  1.56769
H  -0.21724  -1.28387  -1.11308
H  -0.37779  2.78795  -5.65133
C  0.86074  0.70895  -2.62484
C  1.09311  2.12540  1.34593
O  2.38219  4.39307  -0.08939
H  -3.61946  -4.14783  3.50918
C  -0.67727  2.01765  -0.30023
H  -0.81200  -0.39474  4.41940
H  3.97948  1.71388  -2.24018
O  -2.68546  -4.06123  0.35192
C  1.32109  2.02504  -2.82274
H  3.89310  2.78683  -0.82404
C  -1.28222  0.96604  0.37280
H  3.12505  1.17744  -0.77323
O  -2.64922  -5.72471  1.81074
H  -0.40703  -0.83401  -3.41173
H  -2.41512  -2.15567  3.99861
H  1.42971  -1.14908  0.77728
H  1.87600  -0.00652  3.23939
O  -2.58574  -1.48046  0.95766
C  -0.47381  0.91082  -4.62531
H  -2.18747  0.51734  0.00114
H  0.91498  1.16427  4.13735
H  0.22270  -1.61487  3.65609

Forces on atoms 1 to 6 (eV/Å):
C 0.1 -0.2 0.6
C -0.1 0.2 -0.4
H -0.1 0.1 0.0
C 0.0 -0.2 0.1
H 0.1 0.0 0.1
C 0.5 -0.1 0.4

- Relative energy (zero: lowest compared OMol25 entry of this formula, charge and spin): 18.56 kcal/mol
- E: -48267.751 eV
- Molar mass: 432.5 u
- E_HOMO: -8.70 eV
- Charge: 0
- SMILES string: CCOc1ccccc1N(C)S(=O)(=O)c1ccc2c(c1)CCN2C(=O)CCC(=O)O